Computed, not measured: a cluster of 2 separate species, C3H11NOS2 in total in a non-equilibrium geometry, with ωB97M-V with the def2-TZVPD basis set.

Each line ends with the Löwdin charge.
Atoms and positions in Å:
S 0.196 2.151 -1.865  0.3106
S 0.510 0.091 -1.801  0.3808
C 0.082 -0.573 -0.081  -0.4926
C 0.546 0.399 1.054  -0.2384
N 0.065 -0.179 2.474  -0.0981
C -1.371 0.187 2.820  -0.1263
H 0.659 2.558 -0.729  -0.2548
H -0.947 -0.635 -0.046  0.0225
H 0.445 -1.662 -0.050  0.0717
H 0.306 1.503 1.219  0.1114
H 1.619 0.399 1.191  0.0855
H 0.133 -1.096 2.338  -0.0075
H -1.744 1.000 2.329  0.0194
H -1.543 -0.005 3.970  0.1050
H -2.121 -0.564 2.352  0.0815
H -0.138 -4.184 1.218  0.0319
H 0.123 -3.665 -0.146  0.0691
O -0.510 -3.545 0.616  -0.0720

Results
Net charge: 0
Frontier orbital gap in eV: 8.6
2S+1: 1

Computed, not measured: a cluster of 2 separate species, C3H11NP in total in a non-equilibrium geometry, with ωB97M-V with the def2-TZVPD basis set.

Each line ends with the Löwdin charge.
Atoms and positions in Å:
C 2.695 -1.117 -0.236  -0.0378
C -0.409 0.695 1.236  0.1015
C -0.996 1.178 -1.008  -0.0798
N -1.111 0.415 0.214  -0.4279
P -2.173 -1.038 0.064  0.9819
H 2.489 -0.222 0.338  -0.0029
H 1.887 -1.314 -0.929  0.0072
H 2.819 -1.958 0.430  0.0219
H 0.299 1.514 1.219  0.1233
H -0.493 0.116 2.142  0.1072
H 3.615 -0.980 -0.788  0.0257
H -0.083 1.772 -1.025  0.1076
H -1.003 0.502 -1.867  0.0956
H -1.858 1.845 -1.101  0.1125
H -2.364 -1.169 1.448  -0.0746
H -3.314 -0.241 -0.138  -0.0616

Results
Net charge: +1
Frontier orbital gap in eV: 10.3
2S+1: 1

Computed, not measured: a cluster of 2 separate species, C3H11NS in total in a non-equilibrium geometry, with ωB97M-V with the def2-TZVPD basis set.

Each line ends with the Löwdin charge.
Atoms and positions in Å:
C -0.055 2.411 -1.416  -0.7469
S -1.581 1.794 -2.101  0.2955
H -0.127 3.417 -0.957  0.0118
H 0.541 1.676 -0.839  -0.0042
H 0.706 2.591 -2.202  -0.0047
C 0.303 -2.482 0.925  -0.1584
C 0.510 -0.940 0.822  -0.4242
N -0.580 -0.098 1.378  -0.0421
H 1.224 -2.905 1.277  0.0352
H -0.477 -2.647 1.679  0.0580
H 0.055 -2.831 -0.085  0.0374
H 1.373 -0.593 1.382  0.0738
H 0.765 -0.762 -0.252  0.0551
H -1.201 0.176 0.610  0.0163
H -0.168 0.756 1.733  0.0304
H -1.290 0.438 -1.954  -0.2331

Results
Net charge: -1
Expectation value of S²: 0.751
Frontier orbital gap (spin up / spin down) in eV: 2.8 / 8.7
2S+1: 2

Computed, not measured: a cluster of 2 separate species, C3H11NS in total in a non-equilibrium geometry, with ωB97M-V with the def2-TZVPD basis set.

Each line ends with the Löwdin charge.
Atoms and positions in Å:
C -2.695 -0.107 2.004  -0.1836
N -2.689 -0.501 0.576  -0.0766
H -3.669 0.330 2.236  0.0691
H -1.955 0.635 2.157  0.0438
H -2.559 -0.950 2.672  0.0617
H -2.236 -1.396 0.467  0.0416
H -3.643 -0.716 0.310  0.0455
C 1.822 0.704 -2.473  -0.4061
S 2.890 1.170 -1.041  0.6908
C 2.505 -0.177 0.138  -0.4222
H 0.854 1.151 -2.243  0.0238
H 1.840 -0.351 -2.690  0.0297
H 2.266 1.343 -3.243  0.0172
H 2.818 0.181 1.107  0.0167
H 1.421 -0.246 0.189  0.0243
H 3.030 -1.070 -0.167  0.0245

Results
Net charge: 0
Frontier orbital gap in eV: 9.3
2S+1: 1

Computed relative energy (zero: lowest compared OMol25 entry of this formula, charge and spin) (kJ/mol) in order:
243.4, 290.0, 69.0, 71.0